1.
DFT (ωB97M-V with the def2-TZVPD basis set) results for 2 unconnected molecules or ions with the total composition C2H4INO2 in a non-equilibrium geometry.

As for the multiplicity: 1. As for the HOMO energy: -10.1121 eV. As for the total charge: 0. The SMILES is C=C[N+](=O)[O-].I.

Element x y z (Å)
C  -1.168  -1.098  0.408
C  -0.639  -0.032  -0.239
N  -0.426  1.257  0.284
O  0.189  2.038  -0.416
O  -0.667  1.521  1.444
I  3.393  -0.364  -0.079
H  2.752  -0.286  -1.519
H  -1.637  -0.956  1.441
H  -1.357  -2.046  -0.062
H  -0.443  -0.032  -1.261

---

2.
DFT (ωB97M-V with the def2-TZVPD basis set) results for 2 unconnected molecules or ions with the total composition CH7N2O in a non-equilibrium geometry.

As for the multiplicity: 1. As for the HOMO energy: -2.4623 eV. As for the total charge: -1.

Element x y z (Å)
N  -2.139  -0.745  1.133
H  -1.627  -0.098  0.491
H  -1.434  -1.490  1.431
H  -2.477  -0.106  1.961
N  1.667  -0.153  -0.164
C  0.917  0.813  -1.039
O  -0.291  1.340  -0.681
H  1.447  -1.158  -0.593
H  1.342  -0.154  0.793
H  0.854  0.213  -2.021
H  1.740  1.538  -1.311

---

3.
DFT (ωB97M-V with the def2-TZVPD basis set) results for a molecular structure, C30H24Br2N2O2V in a non-equilibrium geometry.

The expectation value of S² is 2.024. As for the multiplicity: 3. As for the HOMO energy (spin up / spin down): -10.2545 / -10.3069 eV. As for the total charge: +1.

Element x y z (Å)
V  1.314  0.158  0.854
C  2.752  -0.021  3.725
C  2.506  1.408  3.257
C  3.017  2.490  3.917
C  3.006  3.770  3.325
C  2.369  3.991  2.121
C  2.253  5.248  1.503
Br  2.637  6.941  2.202
C  1.714  5.343  0.251
C  1.290  4.234  -0.490
Br  0.635  4.210  -2.233
C  1.354  2.940  0.090
O  1.153  1.797  -0.496
C  1.937  2.851  1.423
N  2.030  1.600  1.991
H  2.027  -0.184  4.597
H  3.729  -0.065  4.197
H  2.573  -0.769  2.983
H  3.524  2.297  4.897
H  3.425  4.614  3.881
H  1.649  6.329  -0.162
N  -0.607  -0.550  0.361
C  -0.425  -1.676  1.271
C  -1.339  -1.723  2.301
C  -1.459  -2.900  3.048
C  -0.744  -4.030  2.666
C  0.008  -3.962  1.515
C  0.369  -2.775  0.876
C  1.446  -2.550  -0.103
C  1.819  -3.563  -0.957
C  2.876  -3.458  -1.878
C  3.534  -2.204  -1.958
C  3.050  -1.152  -1.208
C  2.053  -1.305  -0.219
H  -1.401  0.020  0.730
H  -0.961  -0.892  -0.563
H  -1.869  -0.806  2.476
H  -2.084  -2.847  3.954
H  -0.779  -4.923  3.256
H  0.431  -4.916  1.055
H  1.176  -4.453  -0.889
H  3.171  -4.223  -2.488
H  4.381  -2.055  -2.604
H  3.533  -0.202  -1.365
C  -3.636  -2.749  -3.448
C  -2.825  -1.690  -2.781
O  -2.046  -2.009  -1.832
C  -3.272  -0.294  -3.126
C  -2.507  0.763  -2.601
C  -3.028  2.051  -2.496
C  -4.391  2.313  -2.771
C  -5.118  1.295  -3.421
C  -4.591  -0.002  -3.525
H  -3.231  -3.703  -3.196
H  -3.754  -2.612  -4.520
H  -4.588  -2.669  -2.949
H  -1.569  0.504  -2.130
H  -2.320  2.798  -2.087
H  -4.809  3.276  -2.557
H  -6.143  1.445  -3.737
H  -5.247  -0.754  -3.936